{"formula": "C66H72F3N9O17S2Si", "method": "wB97M-V/def2-TZVPD", "elements": ["H", "H", "H", "C", "H", "C", "O", "O", "H", "C", "H", "O", "H", "H", "H", "C", "O", "H", "H", "C", "H", "C", "N", "C", "C", "C", "C", "C", "C", "C", "H", "H", "H", "O", "H", "H", "H", "C", "N", "C", "C", "H", "H", "C", "N", "C", "H", "C", "H", "C", "H", "N", "H", "C", "H", "O", "O", "C", "C", "H", "C", "C", "C", "F", "C", "C", "C", "H", "C", "F", "H", "C", "H", "H", "H", "C", "C", "O", "H", "O", "H", "O", "S", "C", "C", "O", "C", "H", "N", "H", "H", "C", "H", "N", "C", "C", "H", "H", "C", "H", "H", "C", "H", "O", "C", "H", "H", "H", "H", "H", "H", "C", "H", "H", "C", "O", "H", "H", "H", "O", "H", "C", "N", "H", "C", "H", "C", "C", "C", "H", "H", "H", "C", "H", "N", "H", "C", "H", "C", "H", "N", "O", "C", "C", "C", "C", "O", "H", "S", "C", "H", "F", "C", "C", "C", "H", "H", "H", "C", "C", "H", "C", "O", "H", "H", "C", "H", "Si", "C", "C"], "coordinates": [[5.592, -2.005, -1.338], [8.896, -2.131, 1.373], [0.191, -4.548, 5.242], [9.423, -5.402, -1.659], [-1.991, 4.507, -10.500], [-4.529, -1.365, 0.666], [-9.030, -2.756, -3.283], [-7.209, -3.900, -3.427], [-3.928, 1.554, 3.639], [-0.419, 2.808, -2.485], [1.847, 3.088, 4.875], [3.278, -2.365, -0.661], [4.420, -0.927, -7.596], [-9.983, -6.842, 0.975], [8.788, -4.757, -2.253], [-4.390, 3.916, -7.525], [1.737, 5.619, -3.677], [-2.248, -4.765, 4.988], [-3.992, 3.466, 0.124], [7.827, -2.189, 1.195], [-3.481, 0.941, -1.861], [-3.029, 2.901, 0.228], [-8.297, -3.662, -2.933], [-4.844, -2.320, -1.651], [-0.963, 2.573, 6.681], [1.212, 2.902, 5.733], [-0.441, 5.443, -2.658], [0.513, 5.682, 14.121], [3.223, 0.000, -3.194], [11.409, -5.758, -0.326], [0.235, 2.644, -3.379], [2.852, 2.804, 7.116], [-1.484, 5.942, 14.863], [2.939, -2.648, 1.450], [-10.641, -3.506, -1.617], [7.349, -2.528, 3.260], [8.148, -7.109, -1.908], [9.865, -7.564, -0.702], [-2.415, 2.460, 6.512], [-0.033, -4.085, 1.890], [-1.407, -4.211, 1.736], [2.241, -2.543, -8.424], [0.212, 5.430, -1.745], [-0.871, 5.714, 13.999], [3.667, -2.462, 0.491], [-1.271, 4.115, -2.814], [3.085, 2.436, -0.733], [-8.755, -4.528, -1.842], [-0.922, 3.668, -4.820], [3.871, -0.928, -6.617], [0.594, -3.892, 1.027], [-6.338, 4.084, -9.030], [-2.213, 4.176, -2.217], [5.108, -2.353, 0.737], [-4.775, 2.799, 2.647], [-4.093, -4.535, 1.557], [2.727, 4.714, 10.799], [1.302, 5.381, 13.020], [-4.889, 4.115, -8.806], [-7.752, -7.198, -0.028], [0.967, 2.508, 8.098], [-3.879, 0.037, -1.353], [1.985, -2.140, -7.403], [1.584, 0.848, 1.270], [-4.515, 1.701, 2.673], [-2.665, 4.341, -9.669], [-1.471, 5.452, 12.773], [-11.419, -4.993, 0.184], [5.592, -2.494, 2.031], [0.246, 2.628, 1.074], [9.576, -8.597, -0.547], [2.961, 1.490, -2.756], [-0.301, -0.627, 0.558], [-6.960, -5.726, -1.835], [1.410, 2.386, 9.076], [-0.163, 2.816, 5.573], [1.776, 2.744, 6.994], [-2.863, 2.564, 5.383], [-1.085, 4.133, -8.231], [-7.058, 3.910, -8.063], [-1.171, 6.295, -2.655], [3.085, -2.114, -6.496], [1.754, -0.906, -3.848], [-9.635, -6.187, 0.185], [-0.259, -4.453, 4.262], [-4.315, -4.809, 3.686], [0.564, 5.670, -3.854], [2.379, 5.356, 13.126], [1.520, 4.772, 10.640], [-5.120, -3.111, -2.378], [-4.599, -1.489, 1.770], [6.959, -2.413, 2.256], [-4.220, -0.982, -3.326], [-3.645, -4.613, 2.688], [0.540, -4.210, 3.150], [0.537, 1.371, 0.495], [-1.206, 1.398, 2.598], [3.306, 1.030, -7.413], [9.061, -6.727, -1.466], [-0.593, 2.938, 4.586], [-1.030, 2.240, 8.812], [-8.381, -6.389, -0.380], [1.245, -2.876, -6.971], [-3.090, 2.265, 7.507], [-4.037, 4.333, -9.880], [-5.053, 3.752, -6.685], [-1.268, 0.542, -0.385], [4.614, -0.961, -5.770], [-4.423, 4.493, -10.879], [-1.844, -4.115, 0.750], [-2.630, 2.572, -0.764], [1.213, -0.760, -7.552], [0.527, 0.861, -1.652], [11.664, -7.737, 0.458], [-10.004, -4.312, -1.277], [0.435, 2.974, -1.344], [-1.184, 1.986, -2.351], [-1.811, -0.333, 2.312], [-5.361, -3.410, 0.212], [12.009, -3.141, -0.762], [8.013, -1.861, -0.919], [-0.706, 0.427, 0.590], [10.968, -3.520, -1.265], [-2.550, 5.478, 12.681], [-2.196, -4.461, 2.852], [0.977, 5.890, 15.078], [-4.964, -2.457, -0.192], [-4.318, -1.066, -2.218], [0.980, 1.674, -1.013], [-2.617, 3.763, -6.328], [-5.468, 1.118, 2.707], [1.534, -0.328, -8.548], [10.593, -4.927, -1.082], [4.924, -2.669, 2.864], [1.581, 0.242, -6.538], [1.614, -4.118, 3.266], [2.529, 1.590, -1.218], [-1.166, 4.949, 10.716], [-3.987, -0.133, 0.104], [3.369, 1.072, -5.632], [-1.715, 3.949, -4.234], [10.212, -2.811, -1.908], [0.693, 5.113, 11.801], [0.988, -0.011, -5.246], [-1.634, -4.577, 4.116], [-3.018, 3.923, -7.322], [-6.739, 4.230, -10.172], [4.039, 0.014, -3.968], [-0.572, 0.528, -5.034], [-7.937, -5.558, -1.399], [-2.230, 3.504, 0.733], [0.136, 5.891, -5.154], [11.039, -7.081, -0.135], [-10.444, -5.149, -0.261], [-0.689, 5.152, 11.667], [2.874, 0.625, -0.755], [2.279, 2.054, -3.438], [3.618, -0.603, -2.336], [7.332, -2.038, -0.095], [5.967, -2.121, -0.329], [-2.348, 3.137, -4.258], [-2.157, 4.133, -8.392], [0.953, 4.561, 9.581], [12.324, -5.391, 0.120], [3.960, 2.016, -2.814], [3.040, 0.427, -6.493], [0.105, -0.908, -7.644], [-3.355, 1.284, 1.227], [-0.409, 2.424, 7.946], [-1.627, 0.683, 1.850]], "forces_ev_per_angstrom": [[-0.131, -0.056, 0.136], [-0.067, 0.018, -0.021], [-0.074, 0.008, -0.044], [-0.186, 0.070, -0.111], [-0.082, -0.001, 0.025], [0.069, -0.150, -2.047], [0.151, -0.226, 0.097], [-0.238, -0.009, 0.093], [-0.978, 0.068, -1.155], [-0.627, 1.608, -0.080], [-0.093, -0.016, 0.017], [0.049, 0.014, 0.256], [-0.355, -0.039, 0.770], [0.031, 0.052, -0.044], [0.170, 0.090, 0.081], [-0.038, -0.043, 0.168], [-0.305, 0.101, -0.282], [-0.111, 0.010, -0.184], [0.973, -0.344, -0.098], [0.014, -0.021, 0.014], [-0.336, -0.636, 0.723], [0.015, -0.634, 0.006], [0.102, 0.276, -0.249], [0.888, 2.360, 1.140], [0.605, 0.050, 0.064], [-0.025, -0.017, 0.201], [-0.402, 0.221, -1.223], [-0.146, -0.024, -0.124], [0.705, 1.098, -0.900], [0.185, 0.001, 0.130], [-0.697, -0.217, 0.597], [-0.076, 0.021, 0.007], [0.042, -0.007, -0.062], [0.168, 0.001, -0.244], [0.190, -0.015, -0.108], [-0.070, 0.012, -0.052], [0.055, 0.067, 0.009], [-0.004, -0.016, 0.002], [-0.237, -0.017, 0.004], [-0.047, -0.038, 0.109], [-0.022, 0.026, -0.212], [0.148, 0.528, 0.863], [-0.787, 0.031, -0.918], [-0.005, 0.004, 0.013], [-0.279, 0.018, -0.002], [0.786, -0.618, -0.658], [-0.782, -0.715, -0.320], [-0.178, -0.367, 0.444], [-0.195, 0.184, 0.210], [0.383, 0.399, 0.452], [-0.063, 0.028, 0.070], [-0.371, 0.002, -0.046], [1.008, -0.009, -0.183], [0.569, 0.040, 0.090], [0.205, -1.094, -0.030], [0.177, -0.270, 0.426], [-0.262, -0.016, -0.050], [0.209, 0.006, 0.112], [0.585, 0.001, 0.108], [-0.003, 0.078, -0.044], [-0.004, -0.413, -0.448], [-1.246, -2.928, 0.419], [-1.576, -0.600, 0.252], [-0.895, 0.513, -0.802], [0.267, 0.293, 0.851], [-0.048, -0.031, 0.187], [0.153, 0.014, 0.092], [0.064, 0.029, -0.052], [-0.065, -0.049, 0.210], [0.405, -1.509, -0.216], [0.024, 0.068, -0.019], [0.710, 0.107, 1.023], [-0.365, 1.062, 0.118], [-0.110, 0.161, -0.084], [-0.042, -0.119, -0.126], [-0.038, 0.031, -0.254], [-0.012, -0.065, -0.018], [0.111, 0.024, 0.307], [-0.071, 0.011, 0.006], [0.193, 0.046, -0.208], [0.721, -0.676, 0.099], [-0.275, 0.928, -0.621], [-0.062, 0.261, 0.144], [-0.008, -0.013, 0.013], [-0.013, 0.028, -0.219], [0.150, 0.059, -0.233], [0.494, -0.474, 0.790], [-0.073, -0.051, -0.196], [0.134, 0.054, -0.200], [0.079, 0.523, 0.901], [0.026, 0.166, -0.921], [0.009, 0.018, -0.185], [-0.125, -0.030, 1.085], [-0.239, -0.032, 0.038], [0.021, -0.012, 0.052], [-0.480, 0.592, 0.044], [-0.130, -0.724, -0.610], [-0.370, -0.502, 0.915], [0.149, -0.009, 0.106], [-0.122, -0.037, 0.145], [-0.104, 0.009, -0.182], [-0.153, 0.100, -0.006], [0.937, 0.619, -0.282], [0.146, 0.059, -0.230], [0.012, 0.030, -0.233], [-0.100, 0.022, -0.187], [0.439, -0.033, 1.022], [-0.632, -0.154, -0.996], [-0.155, -0.041, 0.153], [-0.144, -0.021, 0.153], [-0.392, 0.597, 0.657], [0.585, 0.029, -1.770], [0.342, 0.853, 0.568], [-0.012, 0.077, -0.040], [-0.185, 0.122, -0.013], [-0.411, -1.713, -0.803], [1.054, 0.514, -0.197], [0.284, 1.157, -0.070], [0.316, 1.025, -0.223], [-0.262, -0.097, -0.105], [-0.056, -0.021, 0.039], [0.559, 0.284, -0.179], [0.149, 0.291, -0.029], [0.079, -0.009, -0.042], [0.595, 0.075, 0.040], [0.010, -0.017, -0.084], [0.679, 1.484, -1.652], [0.020, -0.416, 1.957], [0.756, -0.392, 0.843], [-0.143, 0.144, -0.180], [0.824, 0.396, -0.006], [-0.352, -0.199, 1.019], [-0.172, -0.576, 0.077], [-0.094, 0.022, -0.187], [0.430, -1.176, 2.016], [-0.086, 0.034, -0.042], [-0.052, -0.286, -0.640], [0.204, -0.014, -0.003], [-0.376, -0.465, -1.376], [-0.630, -0.845, -0.696], [-0.282, -0.403, 0.733], [0.112, -0.139, 0.139], [-0.355, 0.096, 0.486], [-0.899, 1.339, -0.421], [-0.051, -0.045, 0.228], [0.029, -0.059, -0.170], [0.121, -0.020, 0.241], [-0.765, -0.186, 0.708], [1.108, -0.978, -0.144], [0.195, -0.094, -0.030], [-0.822, -0.421, -0.420], [-0.381, -0.128, 1.469], [-0.148, 0.047, -0.102], [0.169, -0.085, -0.027], [-0.156, -0.046, -0.155], [-0.313, 1.000, -0.173], [0.447, -0.625, 0.501], [-0.685, 0.337, -0.732], [-0.020, -0.007, 0.092], [-0.009, 0.027, -0.180], [0.250, 0.454, 0.012], [0.010, -0.005, -0.017], [0.156, 0.647, 0.588], [-0.111, 0.147, -0.108], [-0.983, -0.527, -0.091], [0.897, 0.167, -1.211], [1.080, 0.179, 0.493], [0.391, 0.298, 0.158], [-0.025, -0.122, 0.172], [-0.416, -0.907, -0.460]], "lowdin_charge": [0.11, 0.11, 0.11, 0.00, 0.11, -0.09, 0.08, 0.05, 0.02, -0.20, 0.11, 0.06, 0.12, 0.11, 0.12, 0.01, 0.14, 0.12, 0.05, -0.06, 0.07, -0.17, -0.34, -0.06, -0.14, -0.06, -0.02, -0.07, -0.46, 0.00, 0.08, 0.11, 0.11, 0.07, 0.12, 0.11, 0.11, -0.07, -0.34, -0.06, 0.00, 0.12, 0.13, -0.07, -0.33, -0.31, 0.13, -0.15, 0.05, -0.18, 0.10, -0.35, 0.13, -0.14, 0.04, 0.04, 0.08, 0.00, -0.15, 0.11, -0.10, -0.09, -0.18, 0.03, -0.18, -0.07, -0.06, 0.11, 0.00, 0.02, 0.11, -0.21, 0.13, 0.12, 0.10, 0.00, -0.06, 0.06, 0.11, 0.08, 0.13, -0.18, 0.87, -0.07, -0.06, 0.08, -0.41, 0.12, -0.33, 0.08, 0.10, -0.06, 0.09, -0.33, -0.07, -0.37, 0.07, 0.13, -0.06, 0.11, 0.12, -0.06, 0.13, 0.08, -0.01, 0.12, 0.09, 0.12, 0.12, 0.12, -0.01, -0.16, 0.14, 0.11, 0.00, -0.10, 0.10, 0.08, 0.07, 0.08, 0.10, -0.13, -0.35, 0.11, -0.15, 0.11, -0.08, -0.07, -0.22, 0.07, 0.03, 0.13, -0.15, 0.12, -0.21, 0.10, -0.10, 0.12, -0.24, 0.11, 0.02, 0.06, -0.14, -1.00, 0.00, -0.06, 0.07, 0.05, 0.67, 0.00, 0.05, 0.05, -0.06, -0.07, 0.00, 0.11, 0.10, 0.05, -0.06, 0.00, 0.07, -0.06, 0.05, 0.12, 0.12, -0.15, 0.12, 0.60, -0.01, -0.22], "total_energy_ha": -5714.78061, "smiles": "C[Si](C)(CCC(F)(F)[C@H](CCCSC(=S)N1CCOCC1)OC[C@H](N)CC(=O)F)c1ccccc1.O=[N+]([O-])c1ccccc1.O=[N+]([O-])c1ccccc1.O=[N+]([O-])c1ccccc1.O=[N+]([O-])c1ccccc1.O=[N+]([O-])c1ccccc1.O=[N+]([O-])c1ccccc1.O=[N+]([O-])c1ccccc1", "homo_energy_ev": -8.41, "orbital_gap_ev": 7.46}